[1]
88
Properties=species:S:1:pos:R:3:forces:R:3:lowdin_charge:R:1 method="wB97M-V/def2-TZVPD" e_tot_ev=-103093.417 total_charge=+2 orbital_gap_ev="4.790 / 4.790" homo_ha="-0.4659 / -0.4659"
Rh -0.828702 0.277344 0.535962 -0.0518 -0.1662 -0.2364 0.96
C 0.521156 -3.451718 4.153026 -0.0340 -0.0008 0.0305 -0.34
S 1.589017 -2.020032 3.918755 0.0810 -0.2205 -0.0902 0.97
C 0.890625 -1.280415 2.518001 -0.0620 0.9203 0.7532 -0.99
S -0.759485 -1.229335 2.268532 -0.1300 -0.4054 -0.1255 0.85
N 1.745043 -0.436843 1.866390 -0.0827 -0.4613 -0.8972 -0.17
N 1.255465 0.367097 0.765567 -0.0416 0.1396 0.1655 -0.03
C 0.686973 1.512845 1.210238 0.1262 0.1026 0.0153 -0.18
C 0.342592 2.523577 0.159761 0.0173 -0.0553 -0.0024 -0.25
C 0.751098 3.826517 0.006439 -0.0128 0.0106 -0.0189 0.02
C 0.194774 4.540641 -1.053230 0.0077 -0.0053 0.0228 -0.01
C -0.739202 3.940193 -1.881409 -0.0157 -0.0115 -0.0045 -0.01
C -1.118792 2.626341 -1.640809 0.0121 -0.0167 -0.0203 -0.05
N -0.561745 1.950054 -0.647634 0.0176 0.0701 0.0339 0.01
H 0.928711 -3.971518 5.017823 0.0089 -0.0046 -0.0076 0.05
H 0.574514 -4.083829 3.270457 -0.0130 0.0074 -0.0010 0.04
H -0.498144 -3.142821 4.366329 0.0044 0.0128 0.0128 0.04
H 0.723093 1.777904 2.262681 -0.0070 0.0377 -0.0100 0.15
H 1.457376 4.279050 0.688343 -0.0037 -0.0023 0.0005 0.13
H 0.482153 5.570257 -1.218262 -0.0038 -0.0008 -0.0058 0.13
H -1.190619 4.484790 -2.697958 0.0070 0.0027 -0.0002 0.12
H -1.868179 2.113047 -2.227016 -0.0022 -0.0024 0.0034 0.14
C -5.934963 -5.230642 -0.008284 -0.0011 0.0011 -0.0015 -0.03
C -4.613776 -4.576700 -0.291793 -0.0031 -0.0050 -0.0043 -0.25
C -3.482362 -5.351724 -0.563342 -0.0057 -0.0103 0.0056 -0.02
C -2.265801 -4.763215 -0.844974 0.0079 0.0168 0.0024 -0.06
C -2.183549 -3.374342 -0.872075 -0.0085 0.0021 0.0120 -0.39
C -3.279986 -2.576706 -0.597022 -0.0131 0.0594 -0.0041 -0.06
C -4.491333 -3.191190 -0.308359 0.0123 0.0141 0.0019 -0.01
S -0.591333 -2.650546 -1.148997 0.0282 0.0295 -0.0231 0.97
O -0.768493 -1.143136 -1.197316 0.0019 0.1342 0.1239 -0.56
C -0.279162 -3.238355 -2.798646 -0.0986 0.0584 -0.0983 -0.29
C -1.393845 -3.131328 -3.661748 0.0122 -0.0404 -0.0153 -0.06
C -1.447340 -3.840492 -4.818077 0.0056 0.0181 0.0192 0.01
C -0.478974 -4.842076 -5.056331 0.0006 -0.0148 0.0055 -0.15
C -0.655316 -5.769035 -6.113294 0.0038 0.0017 0.0017 -0.01
C 0.183622 -6.832880 -6.253950 0.0050 0.0080 0.0050 -0.04
C 1.227652 -7.022230 -5.324301 -0.0094 0.0001 -0.0098 -0.04
C 1.459016 -6.108331 -4.338869 0.0015 -0.0181 0.0028 -0.02
C 0.638121 -4.956309 -4.191168 -0.0514 -0.0517 0.0132 -0.12
C 0.849120 -3.977253 -3.141798 0.0462 -0.0362 0.0497 -0.08
C 2.266010 -3.898231 -2.622190 0.0240 0.0807 0.0675 -0.06
C 3.311631 -4.104631 -3.602703 0.0275 0.0685 -0.0034 -0.13
C 3.120500 -3.797541 -4.977304 0.0087 0.0065 -0.0115 -0.02
C 4.115742 -3.996731 -5.888643 -0.0037 -0.0008 0.0080 -0.03
C 5.349432 -4.556527 -5.496010 -0.0058 -0.0021 0.0040 -0.04
C 5.583815 -4.823914 -4.179644 0.0053 -0.0027 -0.0053 -0.01
C 4.595065 -4.559187 -3.202114 0.0018 0.0179 -0.0120 -0.15
C 4.888047 -4.711344 -1.824512 -0.0220 -0.0155 0.0294 0.00
C 4.011796 -4.224582 -0.910338 -0.0044 -0.0364 0.0151 -0.08
C 2.741969 -3.742202 -1.317706 -0.0259 -0.0432 -0.0847 -0.31
S 1.947382 -2.660812 -0.181801 0.1683 0.0517 0.1840 0.96
O 1.596409 -3.262884 1.124345 0.0265 -0.3122 -0.1233 -0.46
C 3.240901 -1.530298 0.185614 -0.0538 0.0295 -0.0520 -0.20
C 4.264776 -1.193948 -0.667607 -0.0444 0.0594 -0.0813 0.00
C 5.151212 -0.186384 -0.315129 0.0164 -0.0135 -0.0228 0.11
C 5.060192 0.593450 0.872291 -0.0164 0.0371 -0.0239 -0.22
C 6.058599 1.683831 1.127126 -0.0138 0.0049 -0.0003 -0.02
C 4.026639 0.318947 1.699813 0.0309 -0.0689 0.0559 0.09
C 3.106508 -0.826814 1.500515 0.1726 0.1584 0.1890 -0.28
H -5.804165 -6.176678 0.515063 0.0009 0.0015 0.0009 0.09
H -6.460066 -5.441418 -0.942125 0.0013 -0.0011 0.0005 0.10
H -6.574973 -4.586954 0.592511 0.0006 0.0003 -0.0016 0.08
H -3.560233 -6.431613 -0.546206 0.0000 -0.0003 0.0013 0.12
H -1.395026 -5.375932 -1.050683 0.0008 0.0012 0.0043 0.12
H -3.197937 -1.497776 -0.601859 0.0052 -0.0425 -0.0025 0.09
H -5.354546 -2.575255 -0.089198 0.0010 -0.0028 -0.0001 0.13
H -2.209569 -2.481075 -3.372933 0.0007 0.0080 0.0041 0.13
H -2.275537 -3.723061 -5.504944 -0.0005 -0.0012 0.0025 0.13
H -1.495005 -5.632716 -6.782792 0.0006 -0.0012 -0.0005 0.12
H 0.032971 -7.549006 -7.050123 -0.0011 -0.0003 0.0006 0.12
H 1.848614 -7.905627 -5.389018 0.0014 0.0011 -0.0004 0.12
H 2.259899 -6.293491 -3.637790 -0.0115 -0.0059 -0.0052 0.12
H 2.182876 -3.371476 -5.303359 0.0047 -0.0037 -0.0017 0.13
H 3.955074 -3.726852 -6.923657 -0.0013 -0.0019 0.0003 0.12
H 6.114051 -4.747815 -6.236633 0.0003 0.0013 0.0004 0.12
H 6.539147 -5.217368 -3.856263 -0.0001 0.0022 0.0004 0.12
H 5.835994 -5.135986 -1.519929 0.0008 0.0100 -0.0004 0.13
H 4.250139 -4.209133 0.146752 0.0168 0.0116 -0.0067 0.13
H 4.391856 -1.718729 -1.605392 0.0021 0.0142 0.0073 0.13
H 5.966017 0.031745 -0.999009 0.0027 -0.0120 0.0059 0.15
H 6.133699 2.350837 0.268065 -0.0006 -0.0003 0.0012 0.10
H 7.048028 1.258955 1.301979 0.0001 -0.0020 -0.0035 0.10
H 5.784798 2.272389 1.999854 0.0037 -0.0026 0.0022 0.09
H 3.853404 0.907321 2.594518 0.0139 -0.0201 0.0132 0.15
H 3.459548 -1.592589 2.225152 -0.0950 -0.0878 0.0930 0.17
O -2.782322 0.540057 0.514439 -0.0094 -0.1459 0.0438 -0.31
O -2.219459 1.245046 1.515116 0.0140 0.1430 0.0038 -0.30


[2]
16
Properties=species:S:1:pos:R:3:forces:R:3:lowdin_charge:R:1 method="wB97M-V/def2-TZVPD" e_tot_ev=-7856.060 smiles=CC1(C#N)CCC1 orbital_gap_ev=10.804 homo_ha=-0.3663
C 1.191974 1.260747 0.211645 -0.3063 -0.1962 -0.1723 -0.03
C 0.534974 -0.129739 -0.125043 -0.4343 -0.4297 0.0831 -0.43
C 1.618217 -1.084052 -0.351243 0.3941 -0.8019 -0.0952 -0.19
N 2.467778 -1.852131 -0.527503 -0.7772 0.7637 0.1259 0.15
C -0.511453 -0.521675 0.919589 -0.0252 -0.2380 0.8401 -0.17
C -1.722310 -0.102014 0.074589 0.1888 0.1202 0.1643 -0.16
C -0.798258 -0.217751 -1.154508 2.1176 -0.2257 0.8712 -0.06
H 1.925184 1.646636 -0.511750 -0.3791 -0.3726 -0.0814 0.08
H 1.747513 1.154901 1.161203 -0.2917 -0.1743 -0.3457 0.09
H 0.447142 2.046300 0.385787 -0.0680 -0.2486 -0.1538 0.08
H -0.397253 -0.048201 1.887316 0.0575 -0.1497 0.3952 0.11
H -0.474606 -1.608248 0.980988 -0.1966 -0.0105 0.4349 0.12
H -2.545782 -0.826885 0.150490 0.2692 0.2777 -0.4265 0.11
H -2.140901 0.883279 0.299557 0.3053 -0.0426 -0.1081 0.10
H -0.994959 -1.162575 -1.688363 0.8097 0.5173 0.1192 0.12
H -0.347266 0.561410 -1.712758 -1.6641 1.2108 -1.6509 0.09


[3]
20
Properties=species:S:1:pos:R:3:forces:R:3:lowdin_charge:R:1 method="wB97M-V/def2-TZVPD" e_tot_ev=-9953.769 orbital_gap_ev=10.071 homo_ha=-0.3623
C -1.917337 1.894250 -0.260825 -0.6686 -0.6675 0.8955 -0.10
C -2.152236 0.539850 0.437047 -4.3318 5.6634 4.4800 -0.22
C -1.965213 -0.721799 0.352798 1.2405 -3.2797 0.1254 -0.22
C -1.236491 -1.446672 -0.684163 1.7529 1.5163 -2.5967 -0.11
C 0.081721 -1.240472 -0.945755 0.0493 0.2145 1.4822 -0.04
C 1.244054 -0.603348 0.030814 2.4290 -5.5322 -2.1237 -0.42
C 1.442643 -0.463821 1.552450 -0.6915 0.7165 3.0416 -0.13
C 2.154435 0.391227 -0.427368 1.8472 7.4661 -2.1702 -0.31
H -1.605527 1.581189 -1.264613 -1.1840 1.0998 -0.7221 0.06
H -2.823699 2.800219 0.083700 3.1253 -3.0972 -1.7395 0.18
H -0.909432 2.139167 0.073265 -0.1699 0.9413 0.6712 0.05
H -2.864803 0.840707 1.454687 2.1740 -1.0896 -2.5316 0.15
H -2.210144 -1.370257 1.187529 -0.6078 0.2025 0.0859 0.11
H -1.840397 -1.834513 -1.540831 0.6004 -0.4038 0.9697 0.12
H 0.649502 -1.775313 -1.738787 -1.0877 0.6682 0.1810 0.10
H 1.892762 -1.601605 -0.357053 -0.7531 2.1728 1.7801 0.17
H 1.974543 -1.724278 2.327398 -1.8729 3.9088 -2.4425 0.18
H 2.572482 0.726681 1.592827 -3.5029 -3.6364 0.6331 0.22
H 0.233500 -0.078771 1.921988 4.0740 -1.1322 -0.2543 0.11
N 2.717394 1.457355 -0.581442 -2.4223 -5.7317 0.2349 0.12


[4]
9
Properties=species:S:1:pos:R:3:forces:R:3:lowdin_charge:R:1 method="wB97M-V/def2-TZVPD" e_tot_ev=-16055.013 smiles="OCC1=CS1" orbital_gap_ev=8.947 homo_ha=-0.3000
O -1.201422 -1.294655 -0.348878 -0.3952 0.1070 1.5027 -0.05
C -0.502221 -0.589736 0.711090 2.4156 -3.8239 -3.9885 -0.22
C 0.429143 0.313881 0.147844 0.9487 1.8590 -1.6814 -0.45
C 0.917402 1.419689 -0.253741 -0.4402 -0.2677 0.5291 -0.31
S 1.374189 0.150435 -1.476754 0.1600 0.1021 0.1877 0.74
H -0.854257 -0.957702 -1.158095 0.3775 0.2852 -1.2359 0.01
H -1.170703 -0.195986 1.292078 -3.6509 2.4105 3.6372 0.08
H 0.118856 -1.317448 1.164476 0.2562 -1.0265 1.2471 0.12
H 0.889013 2.471522 -0.078019 0.3283 0.3542 -0.1980 0.08


Relative energy (zero: lowest compared OMol25 entry of this formula, charge and spin) values (in kJ/mol) by entry order: 208.1 202.6 902.6 298.8.